Entry 1:
Molecular formula: C3H6N3O2S2
Method: DFT, the ωB97M-V functional and the def2-TZVPD basis

Element x y z (Å)
S (2.84786, 0.96199, 0.23068)
S (-0.58380, -1.43207, 1.19226)
O (1.73670, 1.77821, -0.22735)
O (3.93583, 0.81298, -0.78292)
N (2.20690, -0.62120, 0.45371)
N (0.70482, -1.50241, 0.00373)
N (0.30865, -0.96958, -1.12458)
C (-1.71181, -0.49407, 0.16245)
C (-1.77100, 0.89775, 0.61228)
C (-0.89907, -0.57649, -1.17857)
H (-2.69551, 1.49384, 0.25078)
H (-2.70816, -0.98353, 0.09496)
H (2.83284, -1.35996, 0.41342)
H (-1.52060, -0.43050, -2.18368)
H (-1.92409, 1.07904, 1.67354)
H (-0.75955, 1.34597, 0.40928)

Values from the calculation:
- Orbital gap (spin up / spin down): 0.243 / 0.243 Eh
- Highest occupied orbital energy (spin up / spin down): -3.5 / -3.5 eV
- Charge: -1

Löwdin population analysis, charges in e, atoms 1 to 8: S 0.537; S 0.852; O -0.536; O -0.552; N -0.196; N -0.396; N -0.085; C -0.674

Entry 2:
Molecular formula: C17H40Al2BCl3F2NO5S
Method: DFT, the ωB97M-V functional and the def2-TZVPD basis

Element x y z (Å)
Cl (-1.69033, 4.13820, -0.99482)
Cl (-1.49352, 0.03600, 0.88376)
Cl (-7.78908, 0.41612, -3.73635)
S (-6.21970, -2.81333, -2.21175)
Al (-2.36558, 0.05987, -5.62410)
Al (-9.48804, 2.32799, -4.32372)
F (-1.45811, -3.18962, -1.71781)
F (-9.06683, -1.37426, -3.48424)
O (-0.30367, 3.73970, -0.88473)
O (-2.32275, 4.03939, 0.30490)
O (-1.76673, 5.49949, -1.46587)
O (-2.36867, 3.26300, -1.92654)
O (-1.04767, -0.97171, -1.11814)
N (2.50640, -1.68315, 4.86188)
C (-2.41469, -1.26138, -3.19755)
C (3.39175, -0.58568, 4.49124)
C (1.93499, -2.38043, 3.71563)
C (4.88281, -0.41368, -0.02720)
C (1.58216, -1.42423, 5.96033)
C (4.92974, 0.29810, -1.37305)
C (-1.59564, -1.77723, -1.91434)
C (-4.91060, -0.37801, -1.69389)
C (1.00200, -1.58544, 2.80396)
C (0.62587, -0.24133, 5.81929)
C (4.23750, -0.06660, 5.64823)
C (4.17061, 1.62590, -1.38199)
C (2.66623, 1.52221, -1.11385)
C (-5.93962, -1.06347, -2.77832)
C (1.89199, 0.61827, -2.07402)
C (-4.07854, 0.80783, -2.38303)
C (1.93425, 1.09701, -3.51919)
B (-2.67160, 0.35790, -3.10434)
H (-5.60358, 0.09370, -0.89964)
H (2.23902, 2.53008, -1.15261)
H (4.08705, -0.94055, 3.72253)
H (5.47465, -1.33283, -0.06623)
H (-5.37035, -1.05777, -3.77961)
H (4.79295, -0.87721, 6.12591)
H (5.97672, 0.49596, -1.62457)
H (1.12630, 0.66568, 5.47334)
H (3.86162, -0.68879, 0.24979)
H (4.33571, 2.11766, -2.34642)
H (-1.78750, 0.96133, -2.57671)
H (0.18294, -0.01430, 6.79254)
H (-2.68904, 0.77306, -4.23744)
H (4.60981, 2.29020, -0.62858)
H (1.33237, 0.43718, -4.15252)
H (-3.33347, -1.89807, -3.42412)
H (2.95271, 1.09600, -3.91570)
H (1.53028, 2.10907, -3.60656)
H (-3.83493, 1.61839, -1.60019)
H (0.03100, -1.41514, 3.26925)
H (-4.28771, -1.16384, -1.15785)
H (-0.19838, -0.46361, 5.14166)
H (1.41346, -3.27901, 4.06012)
H (0.99900, -2.32789, 6.16519)
H (-4.72824, 1.30301, -3.20519)
H (5.29737, 0.21934, 0.76322)
H (-6.95823, -0.44667, -2.83935)
H (0.81757, -2.15276, 1.88684)
H (2.17084, -1.27569, 6.87208)
H (4.96159, 0.66343, 5.27902)
H (2.50331, 1.16695, -0.09021)
H (2.76377, -2.75730, 3.10468)
H (2.83677, 0.25104, 4.04821)
H (2.26257, -0.41007, -2.01648)
H (-5.29186, -3.52412, -2.99356)
H (1.42597, -0.62331, 2.51042)
H (4.54725, -0.36770, -2.15335)
H (3.62910, 0.43309, 6.40633)
H (-1.68968, -1.43417, -4.09460)
H (0.84637, 0.58822, -1.75000)

Values from the calculation:
- Orbital gap: 0.084 Eh
- Highest occupied orbital energy: -10.4 eV
- Charge: +1

Löwdin population analysis, charges in e, atoms 1 to 8: Cl 0.663; Cl 0.421; Cl 0.379; S 0.862; Al 0.980; Al 0.846; F 0.044; F -0.481